{"formula": "C15H31N2O3S", "method": "the ωB97M-V functional and the def2-TZVPD basis", "lumo_ev": -2.42, "e_homo_ev": -11.71, "total_charge": 1, "elements": ["C", "C", "O", "N", "C", "C", "C", "C", "C", "C", "C", "C", "N", "C", "H", "H", "H", "H", "H", "H", "H", "H", "H", "H", "H", "H", "H", "H", "H", "H", "H", "H", "H", "H", "H", "H", "H", "C", "C", "C", "S", "O", "O", "C", "H", "H", "H", "H", "H", "H", "H", "H"], "xyz": [[-4.8873, 0.9466, 1.8615], [-3.6710, 1.7370, 1.4305], [-3.5684, 2.1051, 0.2606], [-2.6809, 2.1156, 2.3861], [-3.0551, 3.3641, 3.0549], [-2.2327, 1.0339, 3.2788], [-0.9525, 0.3875, 2.7256], [-1.0718, -1.0699, 2.2895], [-1.9582, -1.3408, 1.0678], [-1.3667, -1.1202, -0.3404], [-1.5737, 0.2382, -1.0060], [-0.3743, 1.0851, -0.5907], [0.7197, 0.0968, -0.3233], [0.1468, -1.2993, -0.5023], [-5.7686, 1.4729, 1.5089], [-4.9683, 0.7851, 2.9301], [-4.8926, -0.0208, 1.3648], [-2.2864, 3.6256, 3.7734], [-3.0898, 4.1603, 2.3161], [-4.0249, 3.3242, 3.5561], [-3.0055, 0.2919, 3.4783], [-1.9913, 1.4871, 4.2355], [-0.5956, 1.0209, 1.9212], [-0.1820, 0.4339, 3.4961], [-0.0692, -1.4761, 2.1501], [-1.4875, -1.6385, 3.1205], [-2.2646, -2.3835, 1.1256], [-2.8774, -0.7631, 1.1167], [-1.8116, -1.8862, -0.9733], [-1.4742, 0.0550, -2.0791], [-2.5371, 0.7077, -0.8614], [-0.0675, 1.8042, -1.3411], [-0.6168, 1.6649, 0.2932], [1.4207, 0.2352, -1.0718], [1.1383, 0.1623, 0.5979], [0.3293, -1.5373, -1.5429], [0.5601, -2.0206, 0.1873], [5.0997, -1.8217, -2.0414], [5.0648, -2.2259, -3.5222], [3.8353, -1.5572, -4.1537], [3.5623, -0.0554, -3.2130], [2.2723, -0.1722, -2.5344], [3.8345, 1.1022, -4.0112], [4.8635, -0.3133, -2.0144], [6.0455, -2.0812, -1.5711], [4.3033, -2.3355, -1.4973], [5.9702, -1.8748, -4.0186], [5.0228, -3.3058, -3.6445], [3.9890, -1.2802, -5.1929], [2.9424, -2.1732, -4.0643], [4.5500, 0.0718, -1.0464], [5.7329, 0.2378, -2.3694]], "mulliken_charge": [-1.25, 0.46, -0.63, 0.27, -1.08, -0.81, -0.56, -0.87, -0.36, 0.48, -0.87, -0.61, 0.10, -1.34, 0.41, 0.35, 0.33, 0.43, 0.33, 0.37, 0.29, 0.47, 0.09, 0.38, 0.45, 0.51, 0.43, -0.39, 0.56, 0.44, 0.42, 0.45, 0.31, 0.23, 0.49, 0.47, 0.45, -0.52, -0.63, -0.66, 1.03, -0.72, -0.69, -0.70, 0.36, 0.25, 0.31, 0.35, 0.34, 0.37, 0.39, 0.36]}